{
  "formula": "C25H22KN5O3S",
  "method": "wB97M-V/def2-TZVPD",
  "charge": 0,
  "lumo_ev": -0.54,
  "e_above_lowest_kj_mol": 718.1,
  "fmax_ev_per_a": 1.77,
  "orbital_gap_ha": 0.12957,
  "total_energy_ha": -2463.305789,
  "homo_ev": -4.1,
  "symbols": ["K", "C", "N", "C", "C", "C", "C", "C", "C", "N", "C", "C", "C", "C", "C", "C", "N", "C", "C", "C", "C", "C", "N", "H", "H", "H", "H", "H", "H", "H", "H", "H", "H", "H", "H", "H", "H", "H", "H", "H", "H", "O", "S", "O", "N", "C", "O", "C", "C", "C", "C", "C", "C", "H", "H", "H", "H"],
  "xyz": [[0.32712, -0.55354, -2.82664], [0.60568, 0.98998, -0.08810], [0.54325, 1.57818, -1.39077], [1.78624, 2.24654, -1.77760], [2.97229, 1.31752, -1.71053], [4.11144, 1.67648, -1.00963], [5.20307, 0.82027, -0.99989], [5.10095, -0.37346, -1.69811], [3.92071, -0.65430, -2.35964], [2.86296, 0.16012, -2.38205], [-0.63950, 2.41914, -1.60423], [-1.92255, 1.63960, -1.79851], [-3.09701, 2.06943, -1.21027], [-4.26345, 1.35423, -1.43632], [-4.19583, 0.20898, -2.20874], [-2.97913, -0.13502, -2.76543], [-1.86521, 0.57294, -2.59838], [0.41183, -1.51369, 0.01329], [1.10458, -1.94681, 1.14096], [1.57097, -3.23637, 1.15094], [1.32006, -4.06170, 0.03458], [0.64756, -3.52395, -1.03187], [0.21033, -2.25288, -1.08788], [0.20642, 1.63272, 0.70110], [1.62690, 0.69125, 0.14115], [1.97903, 3.13556, -1.16147], [1.66494, 2.57700, -2.81147], [4.14284, 2.61354, -0.46910], [6.10659, 1.08113, -0.46643], [5.92577, -1.07142, -1.72878], [3.80363, -1.58280, -2.90776], [-0.46668, 3.00159, -2.51349], [-0.77323, 3.12775, -0.77624], [-3.10404, 2.93724, -0.56368], [-5.18656, 1.66346, -0.97270], [-5.06513, -0.41456, -2.36330], [-2.88576, -1.02145, -3.38569], [1.23641, -1.31020, 2.00284], [2.11501, -3.60893, 2.00702], [1.65564, -5.08856, 0.01791], [0.44739, -4.11998, -1.91616], [-4.46363, 0.31272, 1.56528], [-3.53266, -0.80243, 1.64564], [-4.16105, -2.09087, 1.80723], [-2.48422, -0.77595, 0.40524], [-1.30161, -0.32720, 0.89545], [-0.21176, -0.23162, -0.07342], [-1.12733, -0.09190, 2.25735], [-0.05671, 0.38258, 3.06187], [-0.21040, 0.43011, 4.43336], [-1.39504, 0.03373, 5.06046], [-2.47720, -0.37900, 4.28193], [-2.34437, -0.42835, 2.91806], [0.87570, 0.73239, 2.62893], [0.61292, 0.78724, 5.04184], [-1.46890, 0.05445, 6.13915], [-3.41929, -0.65095, 4.74269]],
  "forces_ev_per_angstrom": [[0.3, -0.5, -1.7], [0.2, 0.6, -0.2], [0.0, 0.2, 0.4], [0.0, 0.0, 0.2], [0.0, -0.1, -0.2], [0.1, 0.0, 0.1], [-0.2, -0.1, -0.2], [0.3, 0.1, 0.2], [-0.4, -0.1, -0.2], [0.6, 0.3, 0.3], [-0.1, 0.1, -0.1], [-0.1, 0.1, 0.1], [0.0, 0.0, 0.0], [0.2, -0.1, 0.1], [-0.1, 0.1, 0.0], [0.0, 0.0, -0.1], [-0.6, 0.4, 0.1], [0.1, -1.1, -0.7], [0.2, 0.3, 0.3], [-0.1, 0.0, -0.3], [0.1, 0.0, 0.1], [0.1, -0.2, 0.0], [-0.1, -0.1, 1.3], [-0.3, -0.2, 0.0], [-0.1, -0.1, 0.1], [0.0, 0.0, -0.1], [0.0, 0.1, 0.0], [0.0, 0.0, 0.0], [0.0, 0.0, 0.0], [0.0, 0.0, 0.0], [0.1, 0.0, 0.0], [0.1, 0.0, 0.0], [0.0, 0.0, 0.0], [0.0, 0.0, 0.0], [-0.1, 0.0, 0.1], [0.0, 0.0, 0.0], [-0.1, 0.0, 0.0], [-0.1, 0.0, 0.0], [-0.1, 0.0, 0.0], [0.0, 0.0, -0.1], [0.0, 0.0, 0.0], [-0.1, 0.1, -0.1], [0.7, 0.3, -0.5], [-0.1, -0.2, 0.1], [-0.5, -0.3, 0.2], [-0.5, 0.3, 0.5], [0.3, 0.1, 0.6], [0.6, 0.1, -0.3], [0.1, 0.0, 0.1], [0.0, 0.0, 0.0], [0.0, 0.0, 0.1], [0.0, 0.0, 0.0], [-0.2, -0.1, -0.4], [0.0, 0.0, 0.0], [0.0, 0.0, 0.0], [0.0, 0.0, 0.0], [0.0, 0.0, 0.0]],
  "nbo_charge": [0.93, 0.10, -0.48, -0.25, 0.20, -0.25, -0.14, -0.25, 0.06, -0.48, -0.25, 0.19, -0.23, -0.10, -0.23, 0.07, -0.53, 0.44, -0.27, -0.18, -0.29, 0.05, -0.58, 0.23, 0.22, 0.19, 0.22, 0.23, 0.23, 0.23, 0.20, 0.21, 0.20, 0.22, 0.24, 0.23, 0.18, 0.26, 0.22, 0.22, 0.19, -1.00, 2.29, -0.97, -0.96, 0.24, -0.37, -0.09, -0.33, -0.19, -0.31, -0.15, -0.39, 0.18, 0.20, 0.20, 0.22]
}